1.
# C50H40N2NbO6

A molecular structure, C50H40N2NbO6 (ωB97M-V/def2-TZVPD, the Open Molecules 2025 dataset).

Each line ends with the Mulliken charge.
Atoms and positions in Å:
1 C 1.750 -3.632 -4.609  0.40
2 C 1.523 -5.086 -4.730  0.58
3 H -11.935 -1.607 0.013  0.25
4 H -9.044 3.158 3.926  0.00
5 C 8.261 1.922 4.192  0.10
6 H 11.467 2.861 4.866  0.38
7 C -0.549 0.941 -1.530  -0.10
8 H -10.731 1.401 3.675  0.22
9 C 1.076 -2.891 -3.640  -0.39
10 C 6.966 1.728 4.874  0.66
11 C 10.606 2.519 4.295  -0.44
12 C 0.556 -5.740 -3.826  0.21
13 O 2.474 1.325 0.385  -0.68
14 H 1.008 2.700 -4.978  0.46
15 C -5.463 1.384 0.866  0.20
16 H 2.291 0.206 -4.386  0.11
17 N -10.108 -0.295 -0.444  -0.47
18 O 6.850 1.977 6.068  -0.69
19 C 2.145 -0.870 -4.446  0.28
20 C -0.617 -7.735 -3.112  -0.45
21 H 0.767 -7.681 -4.760  0.44
22 C 3.608 0.311 2.648  -0.17
23 H -3.251 -0.606 -0.145  0.72
24 Nb -7.871 2.951 2.543  -0.84
25 H 4.124 2.464 -1.114  0.58
26 H -4.654 1.432 -0.010  -0.21
27 H 3.177 -3.570 -6.238  0.46
28 H 4.506 1.133 5.823  0.46
29 H -1.464 -5.082 -1.160  0.47
30 C -2.242 -0.209 -0.235  -0.71
31 H 9.275 2.589 5.985  0.45
32 C 9.632 1.801 2.202  -0.50
33 C 5.929 0.999 2.729  0.31
34 H 11.705 2.341 2.449  0.38
35 H -12.495 -0.642 2.586  0.25
36 C 1.707 1.383 -0.569  0.30
37 C 3.858 3.074 -3.162  -0.62
38 C -6.363 2.754 0.829  -1.30
39 H -8.308 1.128 -0.521  0.21
40 O 2.125 -5.741 -5.573  -0.70
41 C 1.683 2.646 -4.126  -0.51
42 C 8.388 1.652 2.830  0.18
43 C -0.972 -5.645 -1.952  -0.49
44 H 2.749 -0.040 2.080  0.38
45 C -9.306 1.419 1.653  0.61
46 C 9.370 2.366 4.924  -0.53
47 H 0.738 -0.916 -2.816  0.45
48 C -1.850 0.435 -1.409  -0.84
49 C 4.599 0.974 4.750  -0.58
50 H 9.743 1.581 1.142  0.45
51 C 0.345 0.821 -0.467  0.92
52 C 2.986 3.135 -4.248  -0.47
53 C 7.219 1.211 2.042  0.56
54 C 3.500 0.512 4.023  -0.57
55 C 2.835 -1.616 -5.402  -0.82
56 H -1.931 -7.500 -1.420  0.39
57 C -1.237 -7.007 -2.097  -0.53
58 C 3.435 2.512 -1.956  -0.60
59 O -0.915 1.694 -3.724  -0.70
60 C -11.591 -0.228 1.959  -0.36
61 C 1.254 2.086 -2.916  -0.03
62 C -0.049 0.168 0.707  -0.31
63 O -0.398 -2.912 -1.812  -0.57
64 C -1.339 -0.351 0.818  -1.09
65 H 4.898 0.388 0.925  0.44
66 H -6.891 2.872 -0.220  0.32
67 H -3.451 0.995 2.084  -0.03
68 H 2.559 0.312 4.531  0.42
69 C 4.820 0.553 1.999  -0.76
70 O 7.320 1.018 0.837  -0.70
71 C 0.283 -7.105 -3.973  -0.52
72 H -6.071 -0.335 2.675  0.23
73 C 1.270 -1.505 -3.562  -0.10
74 H 3.522 -1.123 -6.085  0.40
75 C -10.583 0.930 2.605  -0.34
76 C -0.082 -5.007 -2.826  0.04
77 H -8.704 4.309 1.687  0.01
78 C 0.160 -3.556 -2.693  0.56
79 H -6.752 4.126 3.400  0.00
80 C -4.606 1.172 2.265  -0.01
81 H 0.649 0.058 1.536  0.27
82 H -5.603 3.663 0.964  0.42
83 H -0.833 -8.794 -3.233  0.39
84 C -0.129 1.585 -2.791  0.82
85 C 2.133 2.008 -1.837  0.70
86 H -6.208 0.486 0.658  0.25
87 N -5.095 -0.097 2.995  -0.69
88 H -7.083 1.583 3.498  0.07
89 H -5.103 0.123 4.034  0.28
90 H -4.719 2.105 2.961  0.34
91 H -2.558 0.538 -2.230  0.55
92 C -11.224 -0.753 0.451  -0.15
93 C 10.739 2.230 2.937  -0.46
94 H 4.871 3.462 -3.254  0.42
95 H 3.319 3.564 -5.190  0.41
96 C -9.210 0.745 0.162  -0.23
97 C 2.639 -2.995 -5.486  -0.71
98 H -1.641 -0.865 1.729  0.57
99 C 5.814 1.223 4.100  0.26

Computed properties:
Energy relative to the best compared isomer or geometry (same formula, charge and spin) = 96.60 kcal/mol
LUMO level = 0.1 eV
Net charge = -1
Highest occupied orbital energy = -5.1 eV



2.
# C50H40N4PbS3

A molecular structure, C50H40N4PbS3 (ωB97M-V/def2-TZVPD, the Open Molecules 2025 dataset).

Each line ends with the Mulliken charge.
Atoms and positions in Å:
1 H -5.876 1.703 4.965  0.43
2 C -2.197 2.407 -0.721  0.06
3 H -4.301 -3.133 -1.171  0.66
4 C 4.614 0.874 0.530  -1.15
5 C -4.129 4.139 -4.218  -0.85
6 C -3.513 0.109 3.130  -0.17
7 H 1.467 -5.267 -1.008  0.66
8 H 5.274 0.668 -2.212  0.51
9 C -2.594 1.188 1.045  0.31
10 N -1.631 1.527 0.188  -0.35
11 C 2.103 -3.599 3.143  -0.11
12 H 2.097 -5.556 3.988  0.49
13 H -1.262 5.745 -2.179  0.55
14 H 0.963 -1.577 4.696  0.76
15 C 6.622 2.202 -2.869  -0.90
16 Pb 0.155 0.095 -0.493  1.25
17 H -3.543 -4.514 0.779  0.62
18 C -3.853 -1.213 3.443  0.03
19 H 6.111 5.537 -2.510  0.42
20 C 1.923 3.474 -2.891  -1.13
21 H 5.489 -4.572 1.548  0.44
22 C 1.017 -4.444 -0.451  0.39
23 C -4.934 -1.480 4.269  -1.07
24 H 0.195 -5.570 1.169  0.54
25 C 3.881 -5.183 2.842  -0.41
26 C -2.840 6.075 -3.595  -0.87
27 C -0.075 3.050 -1.961  0.32
28 H -3.271 -2.027 3.021  0.59
29 H 1.123 -3.382 3.538  0.36
30 C -5.318 0.885 4.524  -0.92
31 C 2.797 -2.639 2.364  0.96
32 H 4.511 -2.401 1.051  0.62
33 C 5.460 1.734 -2.277  -0.19
34 C 2.050 2.619 -1.739  -0.05
35 H -4.926 3.687 -4.797  0.43
36 H -3.563 2.292 -3.277  0.55
37 H 5.554 1.384 0.377  0.67
38 C -5.666 -0.432 4.809  -0.53
39 H -0.793 -5.636 -0.262  0.61
40 C 2.960 -0.409 1.301  -0.22
41 C -2.057 5.292 -2.763  -0.26
42 H -4.472 6.111 -4.990  0.42
43 H 7.769 3.935 -3.408  0.42
44 S 0.734 -3.058 -1.578  -0.04
45 H -6.507 -0.640 5.459  0.42
46 C 3.383 1.163 -0.141  0.52
47 H 1.779 -4.061 0.227  -0.65
48 N -0.047 -0.387 1.787  0.34
49 C -0.689 -3.626 -2.552  -0.71
50 N 2.385 0.427 0.378  0.25
51 H -5.200 -2.505 4.497  0.46
52 C -1.775 -2.569 -2.802  -1.16
53 C -4.258 1.157 3.678  -0.35
54 S -2.457 -1.639 -1.408  0.36
55 C -3.870 5.498 -4.330  -0.48
56 H 4.303 -6.163 3.033  0.44
57 H -1.557 -0.713 4.746  0.67
58 C 3.243 2.128 -1.223  1.29
59 S -1.302 -3.721 1.058  0.40
60 C 4.741 4.008 -1.898  -0.24
61 H 7.348 1.500 -3.260  0.42
62 C -1.513 3.082 -1.726  2.05
63 H -4.276 3.253 -0.898  0.60
64 C -2.322 3.927 -2.633  -0.19
65 C 5.920 4.471 -2.460  -0.85
66 C -3.368 3.357 -3.362  -0.28
67 H -2.588 -4.767 -0.660  0.45
68 H -3.946 -2.185 0.265  0.17
69 H -4.777 1.709 1.208  0.69
70 N 0.796 2.360 -1.213  -0.49
71 C 4.362 -0.138 1.408  -1.44
72 H -0.313 -3.957 -3.519  0.59
73 C -3.832 1.824 0.697  -1.34
74 C 4.502 2.636 -1.801  -0.19
75 C -1.184 -0.246 2.581  -0.19
76 C 4.555 -4.286 2.018  -1.17
77 C -0.895 -0.750 3.892  -1.08
78 H 4.018 4.709 -1.492  0.53
79 C 2.643 -4.842 3.383  -1.14
80 H -1.103 -4.498 -2.052  0.17
81 H -2.645 7.139 -3.672  0.41
82 C -3.494 -2.811 -0.511  -0.89
83 C -2.375 0.345 2.218  1.71
84 C 0.856 -1.008 2.524  0.55
85 C 0.601 3.737 -3.030  -1.30
86 C -2.827 -4.040 0.109  -1.20
87 C 0.382 -1.213 3.861  -1.40
88 C 2.220 -1.355 2.040  0.67
89 C 6.854 3.570 -2.956  -0.49
90 H -3.971 2.185 3.481  0.61
91 H 5.042 -0.572 2.129  0.78
92 C 4.015 -3.045 1.763  -0.38
93 C -0.186 -4.968 0.345  -1.54
94 C -3.584 2.595 -0.393  -1.33
95 H 0.132 4.316 -3.812  0.59
96 H -2.608 -3.039 -3.328  0.52
97 H 2.724 3.795 -3.539  0.61
98 H -1.390 -1.788 -3.462  0.40

Computed properties:
LUMO level (spin up / spin down) = -7.9 / -7.9 eV
Net charge = +2
Highest occupied orbital energy (spin up / spin down) = -12.7 / -12.7 eV